# 1
The following is a quantum chemistry calculation of a 2-piece molecular cluster, C10H16N2O2 overall, from the OMol25 dataset.

```
30
Properties=species:S:1:pos:R:3:forces:R:3:nbo_charge:R:1
C 1.6544 2.2096 2.1722 1.92 -4.58 1.70 -0.60
C 1.5165 1.6519 0.7434 1.51 -1.34 -2.47 -0.45
C 0.1054 1.4596 0.3505 -0.57 0.51 1.13 0.36
N -0.5159 0.2869 0.4865 -1.26 -2.44 -0.79 -0.43
C -0.5647 -0.7306 1.5427 -0.90 1.03 -0.99 -0.07
C -1.0872 -2.0309 0.8930 -1.48 -1.27 3.21 -0.38
C -2.3241 -1.2509 0.4069 -2.07 -0.70 -1.38 -0.42
C -1.8212 -0.0086 1.0688 0.71 1.57 1.20 -0.04
N -0.6159 2.4658 0.0010 -0.67 1.77 -0.05 0.27
O -1.8884 2.6164 -0.1658 1.07 -0.62 -0.17 -0.60
O 0.1149 3.6930 -0.1406 -0.54 -0.47 -0.27 -0.58
H 1.6322 3.2057 2.0193 -0.10 3.46 0.56 0.22
H 0.9167 1.8115 2.9200 -0.04 0.67 -1.17 0.21
H 2.6265 1.8280 2.7611 -1.59 1.21 -1.86 0.21
H 1.9222 2.3030 -0.1556 -0.20 -0.92 2.40 0.25
H 1.9957 0.6271 0.5854 -0.45 1.27 0.45 0.22
H -0.0026 -0.4559 2.3872 0.59 -0.45 1.20 0.21
H -1.4128 -2.8947 1.6876 1.01 2.24 -1.80 0.21
H -0.4653 -2.4268 0.1603 1.02 -0.82 -1.21 0.22
H -2.4421 -1.1426 -0.6883 0.39 0.00 0.40 0.22
H -3.3453 -1.6387 0.7063 1.35 0.43 0.28 0.22
H -2.3245 0.8380 1.5732 0.13 -0.85 -0.49 0.25
H -0.5295 4.1263 -0.7256 0.13 0.29 0.13 0.49
C 0.7630 -2.8083 -2.0786 -0.69 2.78 -0.88 -0.29
C 0.5293 -1.6848 -2.4579 -0.22 -0.81 -0.56 0.02
C 0.5698 -0.3119 -3.0049 0.37 -1.87 -2.70 -0.71
H 1.0553 -3.6229 -1.5464 0.43 -2.00 0.89 0.22
H 1.4605 -0.0343 -2.4435 -0.47 1.79 -0.11 0.26
H 0.8773 -0.3875 -4.1395 -0.18 -0.05 2.10 0.24
H -0.4001 0.2078 -3.1269 0.79 0.16 1.25 0.26
```
Forces are in eV/Å.

Energy relative to the best compared isomer or geometry (same formula, charge and spin) ... 9.5768 eV
HOMO level ... -7.54 eV
Net charge ... 0

# 2
The following is a quantum chemistry calculation of C46H58MoN5O3Se as an isolated structure, from the OMol25 dataset.

```
114
Properties=species:S:1:pos:R:3:forces:R:3:mulliken_spin:R:1
Mo 0.2087 2.1864 -0.0400 -0.80 1.99 0.00 -0.55
C -2.8348 3.1423 -0.9469 0.02 -0.11 -0.02 0.00
N -1.7758 3.7193 -0.1048 0.43 -0.14 0.10 0.04
C -1.4236 5.0404 -0.6474 -0.08 0.06 -0.05 0.01
C -0.4179 4.8944 -1.7491 0.01 0.05 0.07 -0.01
C -0.1678 5.9285 -2.6389 -0.14 0.07 0.05 0.00
C 0.8286 5.7838 -3.5819 0.09 0.05 -0.11 0.00
C 1.5534 4.5975 -3.6118 0.00 0.13 -0.10 -0.01
C 1.2389 3.6185 -2.7054 -0.16 -0.29 0.04 0.00
N 0.2564 3.7444 -1.7899 0.24 -0.44 0.05 0.02
C -2.2706 3.8219 1.2788 -0.14 0.04 -0.08 -0.01
C -1.1350 4.1339 2.1880 0.10 0.02 -0.16 0.00
C -1.2623 4.9567 3.2860 -0.10 0.06 0.14 0.00
C -0.1587 5.1822 4.0929 -0.01 0.06 0.07 0.00
C 1.0410 4.5743 3.7601 0.04 0.02 0.02 0.00
C 1.0912 3.7756 2.6371 -0.08 -0.20 0.03 0.00
N 0.0235 3.5513 1.8507 0.20 -0.32 -0.10 0.02
C -2.9977 1.6810 -0.6639 0.09 0.08 0.05 0.00
C -4.2034 1.0302 -0.8543 -0.10 0.02 -0.05 0.00
C -4.2720 -0.3330 -0.6338 -0.05 -0.09 0.05 0.00
C -3.1202 -1.0056 -0.2404 -0.10 0.04 0.03 0.00
C -1.9630 -0.2796 -0.0652 0.05 0.15 0.01 0.01
N -1.8944 1.0512 -0.2532 0.20 -0.19 0.10 0.03
H -2.5561 3.2870 -1.9911 0.02 -0.04 -0.08 0.00
H -3.7762 3.6753 -0.7862 -0.01 0.03 0.02 0.00
H -1.0283 5.6750 0.1476 0.12 -0.05 0.01 0.00
H -2.3195 5.5365 -1.0325 -0.02 0.07 0.08 0.00
H -0.7513 6.8388 -2.5747 0.03 -0.03 -0.02 0.00
H 1.0483 6.5835 -4.2781 -0.02 -0.03 0.02 0.00
H 2.3516 4.4338 -4.3227 -0.02 0.04 0.01 0.00
H 1.7787 2.6814 -2.6983 0.00 -0.01 0.00 0.01
H -2.6990 2.8567 1.5453 -0.05 -0.06 0.09 0.00
H -3.0648 4.5684 1.3606 -0.01 0.05 -0.03 0.00
H -2.2214 5.4081 3.5064 0.04 0.02 0.00 0.00
H -0.2328 5.8258 4.9608 0.00 -0.03 -0.03 0.00
H 1.9356 4.7200 4.3499 -0.03 0.00 0.00 0.00
H 2.0125 3.2763 2.3766 0.02 0.01 -0.04 0.00
H -5.0707 1.5948 -1.1728 0.00 -0.05 0.01 0.00
H -5.2063 -0.8638 -0.7694 0.04 0.01 0.00 0.00
H -3.1190 -2.0735 -0.0668 -0.02 0.03 -0.01 0.00
H -1.0503 -0.7764 0.2353 0.02 0.02 0.01 -0.01
C 3.6384 -4.4270 3.0093 0.06 -0.04 -0.03 0.01
C 2.3594 -3.9085 3.6662 0.01 0.08 -0.03 0.11
C 2.6133 -3.7061 5.1743 0.01 -0.05 0.02 0.04
C 1.2317 -4.9440 3.4595 -0.01 -0.06 0.07 0.05
C 1.8877 -2.6066 3.0646 0.05 0.18 -0.19 -0.02
C 2.5099 -2.0168 1.9204 -0.01 -0.42 0.50 0.15
C 2.0193 -0.8838 1.3676 -0.60 0.29 0.30 0.14
Se 2.9346 -0.1430 -0.1295 0.21 0.34 0.06 0.00
C 1.8558 -0.9282 -1.4834 -0.51 0.39 -0.35 0.07
C 2.1348 -2.1774 -1.9054 -0.13 -0.51 -0.47 0.12
C 1.3621 -2.7978 -2.9477 0.13 0.17 0.17 -0.01
C 0.3868 -2.0218 -3.5860 0.16 -0.23 0.00 -0.01
C 0.0669 -0.7216 -3.2599 0.34 0.00 0.32 0.11
C 0.7777 -0.1670 -2.1042 -0.33 -0.23 -0.09 0.20
O 0.3976 0.9380 -1.5872 0.22 -0.32 -0.35 0.23
C -1.0388 -0.0666 -4.1009 0.15 -0.11 0.09 0.05
C -2.3259 -0.8872 -3.8918 -0.07 -0.02 -0.01 0.02
C -1.3533 1.3885 -3.7852 0.01 0.10 -0.05 0.01
C -0.6138 -0.1220 -5.5802 -0.03 -0.03 -0.09 0.01
C 1.6549 -4.2291 -3.3336 -0.02 0.11 0.03 0.07
C 1.6321 -5.1070 -2.0689 -0.01 -0.06 0.05 0.04
C 3.0706 -4.2658 -3.9478 0.05 -0.03 -0.03 0.04
C 0.6463 -4.7791 -4.3426 0.00 -0.03 -0.05 0.01
C 0.8509 -0.2261 1.9485 0.00 -0.12 0.23 0.18
O 0.3647 0.8163 1.3882 0.01 -0.49 0.14 0.25
C 0.2257 -0.7833 3.1516 0.29 0.06 -0.35 0.06
C 0.7755 -1.9448 3.6222 0.23 -0.27 0.01 -0.08
C -0.9901 -0.2510 3.9249 0.17 -0.06 -0.06 0.04
C -2.0998 -1.3146 3.8538 -0.06 -0.03 0.05 0.02
C -0.5765 -0.0154 5.3907 -0.01 -0.03 0.04 0.01
C -1.5625 1.0559 3.4090 -0.19 0.13 -0.07 -0.01
H 3.9449 -5.3454 3.5098 0.00 0.02 -0.03 0.00
H 4.4671 -3.7197 3.0955 -0.04 -0.02 0.03 0.00
H 3.4921 -4.6700 1.9530 -0.01 0.01 0.05 0.00
H 2.9997 -4.6359 5.5932 -0.02 0.01 -0.01 0.00
H 1.7039 -3.4582 5.7225 0.02 0.00 -0.02 0.00
H 3.3535 -2.9250 5.3579 -0.01 -0.02 -0.04 0.00
H 1.5603 -5.9036 3.8625 -0.02 0.04 0.00 0.00
H 1.0033 -5.0861 2.4008 0.04 0.03 0.02 0.00
H 0.3127 -4.6636 3.9778 0.04 0.01 -0.01 0.00
H 3.3935 -2.4750 1.4987 -0.03 -0.03 0.01 0.00
H 2.9554 -2.7257 -1.4615 -0.03 0.00 0.01 0.00
H -0.1600 -2.4819 -4.3937 0.01 -0.04 0.01 0.00
H -2.5944 -0.9393 -2.8323 0.04 0.04 -0.14 0.00
H -2.2406 -1.9070 -4.2696 0.02 0.05 0.02 0.00
H -3.1454 -0.4069 -4.4293 0.01 -0.03 0.00 0.00
H -1.6882 1.5199 -2.7635 -0.02 -0.04 0.04 -0.01
H -2.1527 1.7079 -4.4575 0.03 0.02 0.04 0.00
H -0.5003 2.0397 -3.9601 0.10 0.04 -0.01 0.01
H -0.3997 -1.1333 -5.9251 -0.03 0.05 0.00 0.00
H 0.2701 0.4928 -5.7632 -0.02 -0.03 0.04 0.00
H -1.4259 0.2676 -6.1960 0.02 0.00 0.01 0.00
H 2.4042 -4.8253 -1.3499 -0.02 -0.01 -0.03 0.00
H 1.8224 -6.1413 -2.3581 0.01 0.03 0.02 0.00
H 0.6610 -5.0754 -1.5694 0.01 0.02 -0.04 0.00
H 3.8371 -3.9373 -3.2428 -0.04 -0.01 -0.02 0.00
H 3.1373 -3.6460 -4.8435 -0.03 -0.01 0.02 0.00
H 3.3018 -5.2939 -4.2317 -0.01 0.03 0.01 0.00
H -0.3804 -4.7304 -3.9695 0.05 -0.01 0.01 0.00
H 0.8732 -5.8274 -4.5365 0.00 0.03 0.00 0.00
H 0.6967 -4.2603 -5.3029 0.01 -0.01 0.04 0.00
H 0.3218 -2.3956 4.4922 0.02 -0.04 0.00 0.00
H -1.8121 -2.2529 4.3289 -0.01 0.03 -0.03 0.00
H -2.3785 -1.5274 2.8176 0.02 0.02 0.04 0.00
H -2.9854 -0.9429 4.3723 0.02 -0.02 -0.01 0.00
H -0.1806 -0.9092 5.8729 -0.03 0.03 -0.03 0.00
H -1.4534 0.2992 5.9593 0.03 0.00 -0.01 0.00
H 0.1779 0.7716 5.4693 -0.02 -0.04 -0.04 0.00
H -1.9416 0.9590 2.3911 -0.01 0.01 0.03 0.00
H -0.8276 1.8539 3.4436 0.07 0.05 0.03 0.01
H -2.3956 1.3383 4.0566 0.01 0.01 -0.04 0.00
O 2.9085 3.3228 0.0100 -0.02 0.06 -0.01 0.29
N 1.8526 2.8692 0.0181 -0.10 -0.06 0.01 0.29
```
Forces are in eV/Å.

Energy relative to the best compared isomer or geometry (same formula, charge and spin) ... 0.0981 eV
HOMO level (alpha / beta) ... -15.95 / -16.48 eV
Net charge ... +3
Multiplicity ... 3

# 3
The following is a quantum chemistry calculation of C8H15NOPTb as an isolated structure, from the OMol25 dataset.

```
27
Properties=species:S:1:pos:R:3:forces:R:3:mulliken_spin:R:1
C -0.8946 0.5741 -3.0592 0.99 0.45 -0.32 0.00
C -1.5320 1.7079 -3.6562 0.46 -0.54 1.05 0.00
C -0.6015 2.7821 -3.6645 -0.09 -0.58 -0.60 0.00
C 0.6526 2.3002 -3.2562 0.04 -0.91 0.72 -0.01
C 0.5049 0.9332 -2.8387 -0.83 -0.02 -0.13 0.07
Tb 0.2497 -1.3176 -0.9304 -0.07 0.62 -3.41 5.89
P -0.2334 -3.9608 -1.0657 -0.33 -2.01 -0.45 0.08
H -1.3438 -0.4220 -2.8731 0.04 0.52 -0.41 0.01
H -2.5549 1.7167 -4.0291 0.21 0.14 0.30 0.00
H -0.8202 3.7992 -4.0037 0.15 -0.45 0.07 0.00
H 1.3330 0.2196 -2.5935 -0.46 0.79 -0.32 -0.01
H 1.5963 2.8422 -3.2332 -0.30 -0.03 0.02 0.00
H 0.7331 -4.8019 -1.7555 -0.41 0.30 0.42 0.02
H -1.3919 -4.2761 -1.8961 0.37 -0.06 0.56 0.05
H -0.5128 -4.8697 0.0230 0.05 0.23 -0.76 0.03
C 0.4118 1.5832 2.8390 0.10 0.19 -0.03 0.01
N 0.3791 0.1433 3.1078 -0.07 -0.43 -0.02 -0.02
C 0.4676 -0.3338 4.4805 -0.09 -0.55 0.29 0.00
C 0.2964 -0.7733 2.1755 0.21 1.02 -1.86 -0.13
O 0.3400 -0.4785 0.9323 -0.08 0.96 4.60 -0.01
H 0.5132 2.0656 3.8159 -0.02 0.07 -0.38 0.00
H -0.5121 1.9259 2.3585 0.20 -0.22 0.07 0.00
H 1.2590 1.8614 2.2014 -0.19 -0.19 0.12 0.00
H -0.4318 -0.9067 4.7358 0.12 0.30 0.13 0.00
H 1.3222 -1.0143 4.5835 -0.09 0.35 0.13 0.00
H 0.5778 0.5263 5.1342 -0.01 -0.23 0.13 0.00
H 0.1924 -1.8261 2.4679 0.12 0.27 0.10 0.03
```
Forces are in eV/Å.

Energy relative to the best compared isomer or geometry (same formula, charge and spin) ... 0.0000 eV
HOMO level (alpha / beta) ... -4.59 / -5.84 eV
Net charge ... 0
Multiplicity ... 7

# 4
The following is a quantum chemistry calculation of BrPt as an isolated structure, from the OMol25 dataset.

```
2
Properties=species:S:1:pos:R:3:forces:R:3:mulliken_spin:R:1
Pt 1.0194 0.0381 0.8076 -1.70 -0.06 -1.34 1.35
Br -1.0194 -0.0381 -0.8076 1.70 0.06 1.34 1.65
```
Forces are in eV/Å.

Energy relative to the best compared isomer or geometry (same formula, charge and spin) ... 0.1064 eV
HOMO level (alpha / beta) ... -24.52 / -23.75 eV
Net charge ... +2
Multiplicity ... 4

# 5
The following is a quantum chemistry calculation of an isolated molecule of C8H5F3O, from the OMol25 dataset.

```
17
Properties=species:S:1:pos:R:3:forces:R:3:nbo_charge:R:1
C -1.0347 -0.3962 -0.7592 -2.71 -0.62 -2.21 -0.18
C -0.5979 -1.6135 -0.2835 0.13 0.51 2.37 -0.22
C -0.3494 0.7615 -0.6059 1.73 0.27 1.02 -0.22
C 0.5998 -1.5955 0.4034 0.46 -0.77 -1.54 -0.16
C 0.9405 0.7250 -0.0791 -1.04 0.42 -0.13 -0.15
C 1.4549 -0.4900 0.3215 1.57 -0.27 0.06 -0.20
C 2.8598 -0.7500 0.6166 -0.18 -2.06 2.13 0.68
C 4.2590 0.7962 -0.3315 1.54 3.94 -3.88 0.70
O 3.9878 -0.1590 0.4720 -1.75 -0.92 1.15 -0.36
F 3.1120 -2.0239 1.1193 -0.17 1.59 -0.57 -0.33
F 3.2737 1.7677 -0.6005 1.43 -1.30 0.86 -0.37
F 5.3933 1.5123 -0.0574 -1.12 -1.03 0.68 -0.33
H -1.9444 -0.4090 -1.4028 0.38 0.25 0.95 0.21
H -1.2820 -2.4274 -0.0478 0.17 -0.10 -0.98 0.23
H -0.7267 1.7396 -0.7520 -0.69 0.55 -0.78 0.22
H 1.0169 -2.5297 0.6928 0.11 -0.48 0.67 0.23
H 1.4619 1.6524 -0.0017 0.13 0.04 0.20 0.24
```
Forces are in eV/Å.

Energy relative to the best compared isomer or geometry (same formula, charge and spin) ... 0.6048 eV
HOMO level (alpha / beta) ... -7.41 / -7.40 eV
Net charge ... 0

# 6
The following is a quantum chemistry calculation of an isolated molecule of C6H9N, from the OMol25 dataset.

```
16
Properties=species:S:1:pos:R:3:forces:R:3:nbo_charge:R:1
C 1.1592 1.2267 0.2065 -0.04 0.02 0.01 -0.59
C 0.5203 -0.1437 -0.0973 0.09 -0.03 0.05 -0.16
C 1.5936 -1.1109 -0.3510 0.65 -0.65 -0.16 0.30
N 2.4504 -1.8652 -0.5453 -0.83 0.70 0.17 -0.33
C -0.5094 -0.5500 0.9869 0.02 -0.13 0.29 -0.37
C -1.6666 -0.0998 0.0727 -0.08 0.05 0.02 -0.41
C -0.6701 -0.1534 -1.1135 0.22 0.10 -0.13 -0.37
H 1.8475 1.5720 -0.5734 -0.23 -0.18 0.01 0.22
H 1.7383 1.1464 1.1348 -0.11 -0.01 -0.17 0.22
H 0.3983 1.9999 0.3614 0.00 -0.20 -0.08 0.21
H -0.3946 -0.0585 1.9550 0.00 -0.11 -0.04 0.21
H -0.5088 -1.6347 1.1083 -0.05 0.10 0.15 0.22
H -2.5132 -0.7937 0.0424 0.18 0.18 -0.17 0.21
H -2.0600 0.8967 0.2954 0.22 -0.11 -0.03 0.21
H -0.7919 -1.0983 -1.6583 0.36 0.24 0.15 0.22
H -0.5929 0.6665 -1.8246 -0.40 0.05 -0.07 0.21
```
Forces are in eV/Å.

Energy relative to the best compared isomer or geometry (same formula, charge and spin) ... 1.0290 eV
HOMO level ... -10.96 eV
Net charge ... 0